DFT (ωB97M-V/def2-TZVPD) results for 2 unconnected molecules or ions with the total composition C3H6O.

CARTESIAN COORDINATES (ANGSTROEM)
C: 0.3861 -0.3578 -0.7132
C: -1.0458 -0.5500 -0.2162
O: -1.0675 0.8712 0.0750
C: 0.1691 1.1228 -0.3441
H: 0.5573 -0.5081 -1.7828
H: 1.1790 -0.8589 -0.1497
H: -1.8106 -0.7990 -0.9562
H: -1.1893 -1.1325 0.6975
H: 1.3337 1.3365 1.4127
H: 1.4880 0.8756 1.9770

Atomic forces in eV per Å
C 0.14 0.00 -0.08
C -0.10 -0.23 0.02
O 0.05 0.22 -0.05
C -0.21 -0.23 -0.21
H -0.03 0.03 0.13
H -0.15 0.13 -0.10
H 0.11 0.00 0.12
H 0.01 0.07 -0.12
H 0.09 0.06 0.11
H 0.09 -0.06 0.18

Total energy, Ha: -192.9772
Largest force on an atom, eV/Å: 0.38

DFT (ωB97M-V/def2-TZVPD) results for a molecular structure, C38H47N5ORh at a distorted geometry.

CARTESIAN COORDINATES (ANGSTROEM)
Rh: 0.0151 -0.0124 0.1443
N: -0.6371 -1.9000 1.0910
N: -0.0584 -2.7159 -1.6097
C: 1.1695 1.5955 -0.3766
C: 1.9898 0.4549 -0.1069
C: 1.7497 0.0520 1.2463
C: 2.4715 -1.0309 1.9896
H: 3.3300 -1.3850 1.4150
H: 1.8141 -1.8863 2.1723
H: 2.8269 -0.6685 2.9605
C: 0.8175 0.9735 1.8154
C: 0.5217 1.1303 3.2843
H: 1.3201 1.7087 3.7760
H: 0.4544 0.1618 3.7941
H: -0.4215 1.6695 3.4366
C: 0.4426 1.9072 0.8101
C: -0.3678 3.1512 1.0162
H: -1.1741 2.9786 1.7348
H: -0.8167 3.4758 0.0720
H: 0.2590 3.9690 1.4008
C: 3.0031 -0.1869 -1.0005
H: 4.0001 -0.1811 -0.5439
H: 3.0726 0.3452 -1.9495
H: 2.7359 -1.2341 -1.1886
C: 1.1034 2.4290 -1.6120
H: 0.1497 2.2494 -2.1250
H: 1.9065 2.1698 -2.3036
H: 1.1649 3.4993 -1.3848
C: -1.2150 -1.7526 2.3040
H: -0.8629 -0.9205 2.9207
C: -2.1811 -2.6325 2.7888
H: -2.8294 -2.3111 3.6020
C: -2.2767 -3.9030 2.2003
H: -3.0556 -4.6014 2.4868
C: -1.3264 -4.2328 1.2594
H: -1.2295 -5.2290 0.8379
C: -0.5634 -3.2111 0.6278
C: 0.0793 -3.6015 -0.5682
H: 0.0316 -4.6301 -0.8946
C: -0.2179 -1.3376 -1.5501
C: -0.1807 -3.1639 -2.9362
H: -0.0578 -4.1990 -3.2005
C: -0.5298 -2.1168 -3.6727
H: -0.7340 -2.0707 -4.7312
N: -0.4710 -0.9804 -2.8499
C: -0.4159 0.2879 -3.5310
C: 0.7415 0.5428 -4.2986
C: 0.7708 1.6877 -5.0973
H: 1.6818 1.9336 -5.6484
C: -0.3623 2.4861 -5.2495
C: -0.3195 3.6713 -6.1694
H: -0.3588 4.6212 -5.6223
H: -1.1674 3.6488 -6.8622
H: 0.6004 3.6481 -6.7597
C: -1.5401 2.1294 -4.5892
H: -2.4427 2.7279 -4.7457
C: -1.6106 0.9820 -3.7874
C: -2.9344 0.4226 -3.3564
H: -3.2508 -0.4336 -3.9723
H: -3.7050 1.1985 -3.4386
H: -2.9198 0.0733 -2.3201
C: 1.8856 -0.4176 -4.3299
H: 1.6723 -1.3002 -4.9523
H: 2.1500 -0.7702 -3.3276
H: 2.7684 0.0794 -4.7481
C: -1.5785 2.7686 6.5096
C: -2.9755 2.6096 5.9479
N: -3.0053 1.6572 4.8167
C: -2.7419 0.2548 5.2054
C: -3.9472 -0.6738 5.2077
C: -4.0674 1.9105 3.9091
O: -5.0681 2.5462 4.2150
C: -3.8744 1.4939 2.4758
C: -4.7709 1.9526 1.4960
C: -4.3651 1.9513 0.1673
C: -3.0875 1.4524 -0.1530
N: -2.3494 0.7894 0.7423
C: -2.6867 0.9059 2.0373
H: -1.1856 1.8296 6.9048
H: -1.6006 3.5016 7.3195
H: -0.8971 3.1380 5.7375
H: -3.6741 2.2706 6.7301
H: -3.3335 3.5766 5.5793
H: -1.9700 -0.1626 4.5366
H: -2.2821 0.2866 6.2016
H: -4.3869 -0.7667 4.2068
H: -3.6191 -1.6679 5.5307
H: -4.7082 -0.3153 5.9112
H: -5.7318 2.3615 1.8061
H: -4.9799 2.3424 -0.6387
H: -2.6552 1.6179 -1.1395
H: -1.9730 0.5708 2.7788

Atomic forces in eV per Å
Rh -3.97 -5.50 -1.64
N 1.02 -1.00 -1.53
N 0.33 1.67 -1.90
C -0.23 1.38 -0.15
C 1.57 -0.35 0.84
C 2.40 0.57 0.44
C -0.22 -0.07 -0.03
H -0.01 0.00 0.05
H 0.04 0.01 0.03
H 0.02 -0.03 -0.09
C 0.13 0.70 0.61
C -0.27 -0.14 -0.11
H -0.12 -0.12 -0.21
H 0.07 0.22 -0.02
H 0.23 -0.11 0.09
C 1.07 2.24 0.58
C -0.06 -0.11 0.01
H 0.04 0.09 -0.16
H -0.03 -0.03 0.20
H -0.03 -0.09 -0.07
C 0.00 -0.13 0.00
H -0.11 0.06 -0.01
H 0.05 -0.07 0.05
H 0.13 0.14 -0.10
C -0.20 0.05 -0.32
H 0.32 0.29 0.04
H -0.02 0.10 -0.05
H 0.12 -0.13 0.02
C -0.40 0.16 1.74
H -0.43 -0.34 -0.53
C 0.25 -0.82 -0.47
H 0.22 -0.25 -0.08
C -1.89 1.14 2.17
H 0.09 0.05 0.06
C 2.32 0.36 -2.31
H -0.10 0.01 0.14
C -1.46 -0.64 2.01
C -0.34 0.57 0.39
H 0.19 -0.05 0.24
C 0.18 0.88 -0.18
C -0.30 -0.30 0.93
H -0.12 -0.04 0.09
C 0.43 0.65 -0.38
H 0.03 0.19 0.11
N -0.16 -1.22 -0.58
C -0.25 -0.31 -0.98
C -0.55 0.42 0.35
C -0.28 -0.24 0.04
H -0.25 -0.12 0.10
C 0.05 -0.08 0.36
C -0.03 0.16 -0.12
H 0.01 -0.17 -0.07
H 0.10 0.06 0.09
H -0.11 0.12 0.04
C 0.06 -0.21 0.00
H 0.23 -0.26 0.00
C 0.44 0.06 -0.09
C -0.33 0.09 0.37
H 0.27 0.25 -0.03
H 0.09 -0.21 0.05
H -0.01 0.03 -0.19
C 0.60 -0.09 0.19
H -0.01 0.29 0.18
H -0.16 -0.07 -0.31
H -0.10 -0.11 0.04
C 0.10 0.14 0.00
C -0.36 -0.58 -0.45
N 0.22 0.16 0.81
C 0.41 0.30 -0.37
C -0.11 0.02 0.21
C 0.52 -1.02 -3.15
O -0.69 0.66 0.88
C 0.79 0.63 3.01
C -1.28 0.33 -1.52
C 0.47 -0.06 0.60
C -1.34 0.47 -1.11
N 1.07 -0.09 2.21
C 0.18 -0.21 -1.38
H 0.07 0.11 0.01
H 0.07 -0.04 0.07
H -0.03 -0.10 0.05
H 0.06 0.22 0.05
H -0.05 -0.29 0.06
H -0.23 0.00 0.29
H -0.18 -0.12 -0.16
H 0.05 0.12 0.24
H -0.11 0.08 0.01
H 0.02 -0.05 -0.19
H 0.22 -0.11 -0.12
H -0.07 0.13 0.17
H -0.13 -0.20 0.26
H -0.23 -0.12 -0.42

Charge: -1
2S+1: 5
Total energy, Ha: -1935.6060
Largest force on an atom, eV/Å: 6.97

DFT (ωB97M-V/def2-TZVPD) results for a molecular structure, C39H33BrN3O2ScTe at a distorted geometry.

CARTESIAN COORDINATES (ANGSTROEM)
Sc: 1.1606 -1.9762 -2.0175
Br: 4.8571 4.1561 0.0946
C: 4.2021 2.4092 -0.1574
C: 4.5012 1.3041 0.6972
C: 4.0648 0.0398 0.3651
C: 3.2214 -0.1774 -0.7672
O: 2.9546 -1.4107 -1.1360
C: 2.7850 0.9766 -1.5059
C: 1.9126 0.8263 -2.6355
N: 1.7751 -0.3456 -3.2686
C: 1.4181 -0.5260 -4.5469
C: 1.0210 0.5662 -5.3342
C: 0.7869 0.3218 -6.6725
C: 0.7181 -0.9900 -7.1868
C: 0.9879 -2.1624 -6.4374
C: 0.8039 -3.4804 -6.8857
C: 0.8459 -4.5048 -5.9097
C: 1.2278 -4.1643 -4.5979
N: 1.4753 -2.9082 -4.1438
C: 1.3894 -1.8896 -5.0630
C: 3.4544 2.2457 -1.2930
H: 5.1671 1.5174 1.5432
H: 4.4674 -0.8221 0.8770
H: 1.3074 1.6508 -2.9620
H: 1.1011 1.5719 -4.8806
H: 0.6794 1.1589 -7.3508
H: 0.4044 -1.0576 -8.2326
H: 0.5417 -3.6591 -7.9117
H: 0.7051 -5.5182 -6.1576
H: 1.3525 -5.0137 -3.8824
H: 3.2080 3.0715 -1.9384
C: -2.2493 5.6464 5.1591
C: -1.8431 4.4909 4.2514
C: -0.7561 4.5108 3.3594
C: -0.4209 3.4531 2.4995
C: 0.6242 3.6079 1.4318
C: -1.1807 2.2382 2.6181
Te: -0.9477 0.6028 1.2239
N: -0.5181 -1.0352 -1.0971
C: -1.1662 -2.1668 -1.1281
O: -0.5449 -3.2327 -1.5969
C: -2.5662 -2.3104 -0.7340
C: -3.4976 -1.2543 -0.8219
C: -4.8587 -1.4632 -0.5618
C: -5.2997 -2.7406 -0.2842
C: -4.3793 -3.8189 -0.1263
C: -3.0544 -3.5712 -0.3930
C: 0.2710 -0.6967 2.4202
C: -0.1665 -2.0613 2.2675
C: 0.4407 -3.0762 2.9612
C: 1.3864 -2.7672 3.9684
C: 1.8438 -1.4800 4.1025
C: 1.2999 -0.4294 3.2935
C: 1.7945 0.9491 3.5971
C: -2.2672 2.1793 3.4826
C: -3.1178 0.9469 3.5985
C: -2.5621 3.2820 4.2911
H: -1.6901 6.5307 4.9386
H: -2.1850 5.3239 6.2125
H: -3.3140 5.8598 4.9430
H: -0.1734 5.4192 3.2950
H: 0.8398 4.6562 1.1511
H: 0.3647 3.1115 0.4993
H: 1.5701 3.1587 1.7864
H: -3.1167 -0.2619 -1.1167
H: -5.5395 -0.5942 -0.5717
H: -6.3889 -2.9772 -0.2186
H: -4.6653 -4.8398 0.1921
H: -2.3301 -4.3767 -0.2972
H: -0.9081 -2.2328 1.5224
H: 0.1516 -4.0670 2.7726
H: 1.7546 -3.5665 4.5919
H: 2.6235 -1.2078 4.8229
H: 2.2523 0.8757 4.5708
H: 0.9828 1.6927 3.5899
H: 2.5513 1.3162 2.8977
H: -3.5560 0.6262 2.6548
H: -3.9218 1.1992 4.3233
H: -2.5410 0.1158 4.0825
H: -3.5217 3.2251 4.8730

Atomic forces in eV per Å
Sc -0.37 -0.26 1.28
Br 0.34 0.08 0.49
C -0.08 -0.44 -0.57
C 0.19 0.83 -0.48
C 0.17 0.51 -0.34
C 0.57 -0.17 -0.19
O -1.15 0.31 0.59
C 0.66 -0.01 -0.04
C 0.20 -2.25 -0.58
N 1.18 1.21 2.96
C -1.79 0.65 -2.54
C 1.50 -0.98 0.79
C -0.34 -1.26 -1.09
C 0.00 1.29 -0.65
C 0.38 1.99 1.39
C -0.25 -1.06 2.09
C 0.95 2.69 -0.92
C 0.29 0.27 0.95
N -0.23 -1.13 -1.05
C -1.32 -0.16 -0.13
C -1.86 -1.42 1.05
H -0.35 -0.40 -0.29
H -0.26 -0.09 0.17
H 0.36 0.82 -0.43
H -0.27 -0.69 -0.77
H -0.35 -0.13 -0.05
H 0.29 -0.25 0.29
H -0.07 -0.16 -0.25
H -0.24 -0.98 -0.25
H -0.25 1.07 -0.40
H 0.07 0.17 -0.10
C -0.87 -1.26 -0.54
C 0.22 -1.28 -0.06
C -0.09 0.10 -0.06
C -1.46 -0.64 0.21
C 0.90 0.32 0.29
C 0.98 1.44 -0.68
Te 0.28 -0.31 0.78
N 0.90 0.10 -0.06
C 1.27 1.00 -0.44
O 0.62 -0.29 -0.13
C -1.92 0.10 -0.19
C 0.80 0.20 0.19
C 0.44 0.61 -0.16
C -0.75 -1.71 0.42
C -0.82 0.67 -0.17
C 0.79 -0.49 0.45
C -0.96 -1.59 -0.54
C 1.09 1.49 -0.20
C 0.24 1.37 0.86
C -0.23 -0.26 -0.83
C -0.44 0.72 -0.66
C 0.45 0.22 1.02
C -0.11 0.36 -0.29
C 0.17 0.02 0.26
C -0.11 -0.14 1.53
C -1.09 0.51 0.09
H 0.46 0.49 0.16
H 0.14 0.39 -0.43
H 0.45 0.01 0.24
H 0.09 0.13 -0.10
H -0.20 -0.44 0.42
H -0.17 -0.20 -0.05
H -0.20 0.21 -0.28
H -0.30 -0.54 0.17
H 0.29 -0.72 -0.22
H 1.01 0.44 0.21
H -0.14 0.88 -0.38
H -0.10 0.06 -0.12
H -0.53 -0.50 -0.33
H -0.38 -1.21 -0.05
H 0.20 -0.04 0.06
H -0.40 -0.22 -0.23
H 0.14 0.53 0.34
H 0.33 -0.37 0.26
H 0.01 -0.24 -0.09
H -0.02 -0.11 0.01
H 0.24 -0.43 -0.64
H -0.43 0.50 -0.63
H 1.17 0.09 -0.34

Charge: +1
2S+1: 2
Total energy, Ha: -5423.2801
Largest force on an atom, eV/Å: 3.41

DFT (ωB97M-V/def2-TZVPD) results for 2 unconnected molecules or ions with the total composition C3H4P2 at a distorted geometry.

CARTESIAN COORDINATES (ANGSTROEM)
C: 2.0533 0.2501 -0.1975
C: 2.8825 -0.0384 -1.0210
C: -1.3676 -0.3861 0.9762
P: -1.3612 0.9808 0.1122
P: -2.5474 -0.3904 -0.5141
H: 1.2394 0.2568 0.5491
H: 3.7081 -0.0999 -1.7623
H: -0.9021 -0.8642 1.8510
H: -3.7050 0.2914 0.0065

Atomic forces in eV per Å
C -0.78 -0.80 0.61
C 1.06 0.59 -0.73
C -0.70 -4.54 1.78
P 3.75 9.30 -1.30
P -2.37 -4.16 0.69
H 1.13 0.24 -0.95
H -1.28 -0.08 1.06
H -0.82 -0.17 -0.87
H 0.01 -0.38 -0.30

2S+1: 3
Total energy, Ha: -799.1240
Largest force on an atom, eV/Å: 10.11

DFT (ωB97M-V/def2-TZVPD) results for C5H5NO2S in the gas phase at a distorted geometry.

CARTESIAN COORDINATES (ANGSTROEM)
O: 2.5491 -1.1811 -0.8272
C: 1.6473 -1.4739 -0.0842
C: 1.0224 -0.3239 0.6913
O: 1.8453 0.8079 0.4327
C: -0.4401 -0.0341 0.2220
C: -0.9623 1.1213 -0.3592
C: -2.2699 0.9783 -0.5658
S: -2.8269 -0.5948 -0.0256
N: -1.3217 -0.9984 0.4633
H: 1.1805 -2.4004 0.1858
H: 0.8843 -0.6493 1.8065
H: 2.1082 1.0154 -0.4526
H: -0.4916 2.0126 -0.5859
H: -2.9247 1.7204 -0.9011

Atomic forces in eV per Å
O -0.32 -1.64 -0.20
C 0.03 2.13 0.34
C -0.78 1.06 -0.59
O -0.89 0.48 3.26
C 0.51 -2.32 1.17
C -0.06 -0.65 0.15
C -1.68 -1.69 0.50
S 1.00 1.67 -0.45
N 0.90 -0.09 -0.01
H 0.17 -1.43 -0.55
H 0.94 1.12 -1.76
H -0.14 -0.91 -0.95
H 1.25 1.43 -0.29
H -0.92 0.84 -0.62

SMILES string: O=C[C@@H](O)c1ccsn1
Total energy, Ha: -796.8993
Largest force on an atom, eV/Å: 3.41